Formula: C34H42IrN5O2Si
Source: the OMol25 dataset
Level of theory: wB97M-V/def2-TZVPD

Geometry as XYZ:
```
85
Properties=species:S:1:pos:R:3:lowdin_charge:R:1
Ir -0.9162 0.8658 0.0811 0.900
C -0.5605 1.2231 2.2152 -0.376
Si 0.9361 0.3164 2.6237 0.568
C 1.9478 0.1722 1.0294 -0.240
N 1.0658 -0.2110 -0.1064 -0.301
C 0.8465 -1.6897 -0.1681 -0.157
C 1.7236 -2.4170 -1.1935 -0.173
C 3.1344 -1.8435 -1.2426 -0.203
C 3.0764 -0.3540 -1.6239 -0.179
C 1.6833 0.2385 -1.3722 -0.231
C 0.6186 -1.4327 3.2904 -0.247
C -0.6834 -1.8696 3.5445 -0.071
C -0.9324 -3.1585 4.0026 -0.087
C 0.1181 -4.0381 4.2207 -0.119
C 1.4220 -3.6265 3.9704 -0.116
C 1.6604 -2.3399 3.5078 -0.133
C 2.1694 1.1148 3.8519 -0.215
C 2.4974 0.5700 5.0957 -0.100
C 3.3612 1.2167 5.9728 -0.114
C 3.9240 2.4358 5.6241 -0.128
C 3.6087 3.0040 4.3962 -0.111
C 2.7430 2.3504 3.5301 -0.102
H -0.5018 2.2978 2.4319 -0.009
H -1.4247 0.8287 2.7590 -0.039
H 2.8460 -0.4564 1.0835 0.078
H 2.2849 1.1967 0.8333 0.081
H -0.1987 -1.8698 -0.3938 0.079
H 1.0290 -2.0932 0.8247 0.103
H 1.2666 -2.3438 -2.1855 0.107
H 1.7400 -3.4796 -0.9365 0.110
H 3.7600 -2.3999 -1.9465 0.095
H 3.5958 -1.9614 -0.2581 0.094
H 3.2976 -0.2265 -2.6882 0.101
H 3.8389 0.2078 -1.0786 0.097
H 0.9997 -0.0400 -2.1738 0.103
H 1.7211 1.3255 -1.3524 0.099
H -1.5178 -1.2079 3.3454 0.067
H -1.9540 -3.4774 4.1709 0.097
H -0.0770 -5.0454 4.5717 0.085
H 2.2486 -4.3111 4.1280 0.086
H 2.6838 -2.0336 3.3061 0.100
H 2.0660 -0.3815 5.3875 0.089
H 3.5927 0.7677 6.9326 0.088
H 4.5971 2.9438 6.3056 0.085
H 4.0323 3.9622 4.1168 0.090
H 2.4918 2.8229 2.5855 0.099
C -1.6179 -3.5639 -2.4569 -0.140
O -1.7684 -2.9087 -1.2294 -0.191
C -2.6096 -1.7243 -1.2257 -0.359
C -4.0731 -2.1434 -1.2394 -0.049
H -2.5756 -3.8983 -2.8799 0.075
H -1.0014 -4.4462 -2.2692 0.081
H -1.1212 -2.9361 -3.2048 0.079
H -4.3475 -2.7130 -2.1312 0.054
H -4.7052 -1.2557 -1.1942 0.087
H -4.2779 -2.7490 -0.3554 0.074
O -2.6144 3.0441 -0.2703 -0.125
N -2.4875 1.9462 0.3131 -0.328
C -3.5002 1.6455 1.2012 -0.328
C -3.6245 0.3490 1.7437 -0.276
N -3.8130 -0.6939 2.2115 0.122
C -4.4745 2.6167 1.5316 -0.251
N -5.2962 3.3698 1.8415 0.085
C -0.5503 4.3403 -4.5354 -0.135
N 0.1346 3.4156 -3.6696 -0.264
C 1.1027 2.6078 -4.3653 -0.118
C -0.6584 2.7345 -2.6341 -0.179
C -1.3149 1.4061 -2.9687 -0.230
C -1.8218 1.2086 -4.2494 -0.079
C -2.5228 0.0550 -4.5701 -0.119
C -2.7408 -0.8787 -3.5727 -0.096
C -2.2384 -0.6963 -2.2815 -0.206
C -1.4757 0.4507 -1.9248 -0.165
H 0.1623 5.0722 -4.9373 0.068
H -1.3062 4.8818 -3.9665 0.082
H -1.0512 3.8756 -5.4033 0.062
H 1.8596 3.2530 -4.8283 0.071
H 0.6723 1.9734 -5.1581 0.073
H 1.6076 1.9485 -3.6578 0.068
H -1.4303 3.4299 -2.3000 0.100
H -0.0480 2.5809 -1.7445 0.071
H -1.6949 1.9742 -5.0056 0.075
H -2.9205 -0.0956 -5.5686 0.079
H -3.3263 -1.7631 -3.8050 0.089
H -2.3929 -1.2657 -0.2585 0.089
```

total energy: -2138.79032 Ha
M: 773.05 g mol⁻¹
charge: -2
HOMO-LUMO gap: 4.7 eV
HOMO level: -0.4 eV
relative energy (zero: lowest compared OMol25 entry of this formula, charge and spin): 0.0 kJ/mol
E_LUMO: 4.36 eV